The following is a DFT calculation (ωB97M-V/def2-TZVPD) of C8H8Cl2N2O3TiY as an isolated structure at a distorted geometry.

Structure (XYZ):
```
25
Properties=species:S:1:pos:R:3:forces:R:3:lowdin_spin:R:1
Cl 1.688 0.248 -2.445 -0.698 0.181 -0.525 0.030
Y -0.042 0.453 -4.326 -0.748 0.559 2.186 0.005
C 0.145 -1.041 -6.102 1.771 -5.381 -7.088 0.000
H 2.892 3.452 3.552 -0.070 -0.062 -0.005 -0.008
C 1.504 2.269 2.465 0.875 0.209 0.315 -0.064
H -2.211 3.183 0.631 0.148 -0.704 -0.084 0.002
C -1.811 2.158 0.813 -0.768 0.687 -0.002 0.009
H 3.402 1.751 3.296 -0.008 0.193 -0.017 -0.001
O -0.982 -1.695 -0.127 1.419 6.180 -2.926 0.122
H 2.635 1.487 0.887 -0.142 0.075 -0.095 0.000
H -1.964 1.551 -0.140 -0.227 0.419 0.844 0.002
N 0.602 1.771 0.498 0.203 -1.380 -1.400 -0.118
Ti -0.197 1.058 -1.165 1.752 5.719 0.817 1.029
H -2.434 1.699 1.607 0.112 0.010 -0.623 0.001
H 2.118 2.137 4.467 0.134 0.196 -0.128 -0.003
N 1.739 1.808 1.239 0.564 -0.205 -0.496 -0.012
C -0.415 2.222 1.293 0.951 0.406 2.071 0.016
H -0.408 2.926 3.375 0.073 0.028 0.138 -0.002
C -0.722 -0.642 -0.598 -2.735 -10.928 4.900 0.063
Cl -1.794 1.784 -2.769 0.963 -0.822 -0.700 0.000
C 0.348 1.562 -6.335 1.369 3.534 -8.265 0.000
C 0.140 2.554 2.525 -2.206 0.147 -0.707 -0.055
O 0.508 1.937 -7.428 -0.916 -2.051 6.329 0.000
C 2.551 2.408 3.494 -0.194 -0.437 0.125 -0.016
O 0.417 -1.662 -7.049 -1.622 3.426 5.337 0.000
```
Forces are in eV/Å.

Properties
**E_tot**: -66705.932 eV
**HOMO-LUMO gap (alpha / beta)**: 5.6513 / 6.0099 eV
**Multiplicity**: 2
**LUMO level (alpha / beta)**: -17.01 / -16.94 eV
**Total charge**: +4
**Highest occupied orbital energy (alpha / beta)**: -22.662 / -22.953 eV